1.
{"formula": "C3H5NO2", "method": "the ωB97M-V functional and the def2-TZVPD basis", "e_homo_ev": -9.81, "lumo_energy_ev": 0.998, "relative_energy_kcal_mol": 124.11, "total_charge": 0, "symbols": ["O", "N", "C", "C", "O", "C", "H", "H", "H", "H", "H"], "positions_angstrom": [[2.33, -0.79, -0.45], [1.47, 0.17, 0.10], [0.24, 0.08, 0.05], [-0.84, 0.98, 0.56], [-1.80, 0.05, 0.03], [-0.79, -0.84, -0.48], [2.78, 0.05, 0.02], [-0.90, 1.98, 0.09], [-0.90, 1.09, 1.65], [-0.81, -1.83, 0.00], [-0.80, -0.95, -1.57]]}


2.
{"formula": "C7H16N3O3S", "method": "the ωB97M-V functional and the def2-TZVPD basis", "e_homo_ev": -11.94, "lumo_energy_ev": -3.488, "relative_energy_kcal_mol": 87.84, "total_charge": 1, "symbols": ["C", "C", "C", "C", "C", "C", "C", "N", "N", "N", "O", "O", "O", "S", "H", "H", "H", "H", "H", "H", "H", "H", "H", "H", "H", "H", "H", "H", "H", "H"], "positions_angstrom": [[-1.54, 0.85, 0.43], [1.79, 0.06, -0.51], [-0.43, -0.57, -0.79], [4.13, 0.72, -0.64], [3.47, -1.02, 0.94], [-3.09, 1.07, -1.36], [-3.45, 2.05, 0.91], [3.05, -0.03, -0.08], [0.70, -0.57, -0.05], [-2.61, 1.36, 0.01], [-0.72, -3.26, -0.71], [-0.91, -2.05, 1.37], [-2.80, -1.86, -0.35], [-1.40, -1.98, -0.01], [-1.30, 1.03, 1.48], [1.58, 0.69, -1.40], [4.45, 1.52, 0.13], [4.95, 0.04, -0.78], [3.99, 1.36, -1.58], [4.31, -1.66, 0.71], [3.70, -0.54, 1.93], [2.56, -1.55, 1.21], [-3.69, 1.91, -1.72], [-2.17, 1.06, -1.82], [-3.43, -0.02, -1.19], [-4.49, 1.59, 0.91], [-3.03, 1.84, 1.81], [-3.33, 3.20, 0.71], [0.70, -1.13, 0.86], [-0.99, -4.11, -0.43]]}


3.
{"formula": "C13H27NO3", "method": "the ωB97M-V functional and the def2-TZVPD basis", "e_homo_ev": -9.65, "lumo_energy_ev": 0.586, "relative_energy_kcal_mol": 0.00, "smiles": "CCCCCCCCCNC(=O)OCCCO", "total_charge": 0, "symbols": ["C", "C", "C", "C", "C", "C", "C", "C", "C", "N", "C", "O", "O", "C", "C", "C", "O", "H", "H", "H", "H", "H", "H", "H", "H", "H", "H", "H", "H", "H", "H", "H", "H", "H", "H", "H", "H", "H", "H", "H", "H", "H", "H", "H"], "positions_angstrom": [[4.33, -0.41, 0.34], [4.13, 1.09, 0.05], [3.12, 1.81, 0.96], [1.82, 1.08, 1.34], [0.71, 1.09, 0.29], [1.05, 0.37, -1.02], [-0.11, 0.14, -1.99], [-1.06, 1.33, -2.25], [-2.48, 1.21, -1.68], [-2.57, 1.51, -0.24], [-3.47, 0.92, 0.61], [-3.96, 1.49, 1.55], [-3.76, -0.39, 0.36], [-2.66, -1.31, 0.29], [-2.72, -2.24, 1.49], [-1.75, -3.43, 1.36], [-0.60, -3.09, 0.57], [5.35, -0.70, 0.10], [3.67, -1.03, -0.26], [4.16, -0.64, 1.40], [5.10, 1.59, 0.18], [3.86, 1.23, -1.00], [2.82, 2.76, 0.48], [3.64, 2.09, 1.88], [1.42, 1.60, 2.22], [2.02, 0.05, 1.66], [-0.17, 0.60, 0.73], [0.42, 2.13, 0.10], [1.47, -0.61, -0.75], [1.85, 0.92, -1.54], [-0.69, -0.73, -1.66], [0.33, -0.15, -2.95], [-1.19, 1.43, -3.33], [-0.61, 2.26, -1.90], [-3.12, 1.91, -2.22], [-2.88, 0.22, -1.85], [-2.54, 2.50, -0.04], [-1.72, -0.77, 0.29], [-2.74, -1.87, -0.65], [-2.48, -1.67, 2.40], [-3.74, -2.61, 1.60], [-2.27, -4.29, 0.92], [-1.39, -3.72, 2.34], [-0.58, -3.65, -0.21]]}


4.
{"formula": "C38H46AsIrN4O7S", "method": "the ωB97M-V functional and the def2-TZVPD basis", "e_homo_ev": -7.67, "lumo_energy_ev": -0.496, "total_charge": 0, "symbols": ["Ir", "C", "C", "C", "C", "C", "C", "C", "C", "C", "C", "C", "C", "N", "C", "C", "C", "C", "C", "N", "C", "C", "C", "C", "H", "H", "H", "H", "H", "H", "H", "H", "H", "H", "H", "H", "H", "H", "H", "H", "H", "H", "H", "H", "H", "H", "H", "H", "H", "H", "H", "H", "H", "O", "As", "O", "O", "C", "C", "C", "C", "C", "C", "S", "O", "O", "O", "H", "H", "H", "H", "H", "C", "N", "N", "C", "O", "C", "C", "C", "C", "C", "C", "C", "C", "C", "H", "H", "H", "H", "H", "H", "H", "H", "H", "H", "H", "H"], "positions_angstrom": [[0.03, -0.02, -0.67], [0.51, -4.55, -1.94], [0.33, -3.74, -0.64], [1.27, -2.52, -0.64], [-1.15, -3.54, -0.35], [-1.81, -4.55, 0.34], [-3.17, -4.48, 0.57], [-3.89, -3.41, 0.08], [-3.29, -2.36, -0.61], [-4.18, -1.28, -1.24], [-5.55, -1.21, -0.56], [-3.61, 0.14, -1.28], [-1.90, -2.45, -0.79], [-1.15, -1.44, -1.48], [-0.98, -1.56, -2.78], [-0.19, -0.64, -3.44], [0.08, -0.50, -4.81], [0.84, 0.64, -4.92], [1.03, 1.17, -3.62], [0.43, 0.38, -2.72], [1.80, 2.44, -3.35], [1.98, 3.23, -4.66], [1.05, 3.34, -2.37], [3.20, 2.10, -2.83], [1.55, -4.85, -2.05], [0.25, -3.94, -2.81], [-0.11, -5.44, -1.94], [0.69, -4.39, 0.17], [1.27, -2.00, -1.61], [2.29, -2.86, -0.48], [1.04, -1.84, 0.18], [-1.24, -5.40, 0.70], [-3.67, -5.27, 1.11], [-4.96, -3.39, 0.25], [-4.36, -1.60, -2.27], [-5.44, -1.06, 0.52], [-6.15, -2.11, -0.72], [-6.11, -0.37, -0.96], [-3.20, 0.43, -0.32], [-4.41, 0.84, -1.52], [-2.83, 0.28, -2.03], [-1.47, -2.37, -3.31], [-0.26, -1.15, -5.60], [1.23, 1.07, -5.83], [1.01, 3.44, -5.13], [2.60, 2.70, -5.38], [2.46, 4.18, -4.43], [0.08, 3.62, -2.78], [1.62, 4.25, -2.20], [0.87, 2.84, -1.43], [3.76, 1.53, -3.58], [3.15, 1.50, -1.92], [3.76, 3.01, -2.62], [-2.33, -1.91, 2.70], [-1.20, -0.54, 2.59], [-0.32, -0.49, 3.95], [-0.50, -0.93, 1.10], [-2.62, 0.77, 2.34], [-3.90, 0.47, 2.79], [-4.95, 1.36, 2.59], [-4.74, 2.56, 1.93], [-3.47, 2.88, 1.48], [-2.43, 1.99, 1.70], [-0.81, 2.36, 1.11], [-0.79, 1.77, -0.32], [-0.60, 3.77, 1.08], [0.07, 1.57, 1.96], [-1.85, -2.73, 2.86], [-4.08, -0.48, 3.29], [-5.94, 1.11, 2.95], [-5.56, 3.25, 1.77], [-3.27, 3.82, 0.98], [4.24, 2.00, 3.76], [3.30, 2.11, 2.66], [3.07, 1.07, 1.79], [2.42, 1.55, 0.70], [1.97, 0.75, -0.18], [2.39, 2.96, 0.82], [2.92, 3.25, 2.05], [3.11, 4.58, 2.71], [3.16, -0.29, 2.18], [2.46, -0.73, 3.30], [2.58, -2.06, 3.67], [3.38, -2.93, 2.94], [4.05, -2.47, 1.81], [3.94, -1.15, 1.42], [4.44, 0.95, 3.94], [3.80, 2.43, 4.66], [5.17, 2.51, 3.52], [1.93, 3.66, 0.15], [2.60, 5.34, 2.13], [4.17, 4.84, 2.76], [2.71, 4.57, 3.72], [1.78, -0.07, 3.82], [2.01, -2.42, 4.52], [3.46, -3.96, 3.23], [4.66, -3.15, 1.23], [4.45, -0.77, 0.55]]}